No. 1
Computed, not measured: a 2-piece molecular cluster, CHFNPS2 overall in a non-equilibrium geometry, with ωB97M-V/def2-TZVPD.

* energy relative to the best compared isomer or geometry (same formula, charge and spin): 3.606 eV
* M: 141.132 g/mol
* frontier orbital gap (spin up / spin down): 5.888 / 5.880 eV
* HOMO (spin up / spin down): -10.03 / -10.02 eV

```
7
Properties=species:S:1:pos:R:3:forces:R:3
C 0.8348 1.3307 -1.9079 -2.83 -5.25 2.18
N 1.3591 2.3087 -2.0888 2.10 3.91 -0.89
F -1.9180 -0.3819 -0.5373 1.87 0.11 0.86
P -0.4932 -0.7371 0.1087 -1.10 -2.46 -1.06
S -0.3147 -2.7121 0.4254 0.22 2.93 -0.96
S -0.3006 0.4170 1.7589 0.65 0.53 0.49
H 0.8327 -0.2253 2.2410 -0.90 0.24 -0.63
```
Positions in Å, forces in eV/Å.



No. 2
Computed, not measured: CHHoLiO2 as an isolated structure in a non-equilibrium geometry, with ωB97M-V/def2-TZVPD.

* energy relative to the best compared isomer or geometry (same formula, charge and spin): 0.000 eV
* M: 216.888 g/mol
* frontier orbital gap (spin up / spin down): 10.450 / 5.883 eV
* 2S+1: 5
* HOMO (spin up / spin down): -25.02 / -23.66 eV
* net charge: +3

```
6
Properties=species:S:1:pos:R:3:forces:R:3
H 0.2200 -0.1405 -0.2298 -1.29 0.32 2.71
O -0.5002 0.5959 0.0137 2.90 -4.25 -3.45
C -0.6181 0.8962 -1.2931 -1.79 6.27 3.09
O -0.8854 2.1319 -1.4237 0.52 -3.87 -2.45
Li -0.3490 1.8510 -3.4674 0.02 0.43 -1.27
Ho -1.0729 2.8436 0.8588 -0.36 1.10 1.37
```
Positions in Å, forces in eV/Å.



Repeat the second record exactly.
Computed, not measured: CHHoLiO2 as an isolated structure in a non-equilibrium geometry, with ωB97M-V/def2-TZVPD.

* energy relative to the best compared isomer or geometry (same formula, charge and spin): 0.000 eV
* M: 216.888 g/mol
* frontier orbital gap (spin up / spin down): 10.450 / 5.883 eV
* 2S+1: 5
* HOMO (spin up / spin down): -25.02 / -23.66 eV
* net charge: +3

```
6
Properties=species:S:1:pos:R:3:forces:R:3
H 0.2200 -0.1405 -0.2298 -1.29 0.32 2.71
O -0.5002 0.5959 0.0137 2.90 -4.25 -3.45
C -0.6181 0.8962 -1.2931 -1.79 6.27 3.09
O -0.8854 2.1319 -1.4237 0.52 -3.87 -2.45
Li -0.3490 1.8510 -3.4674 0.02 0.43 -1.27
Ho -1.0729 2.8436 0.8588 -0.36 1.10 1.37
```
Positions in Å, forces in eV/Å.



- energy relative to the best compared isomer or geometry (same formula, charge and spin) of number 1 (CHFNPS2)?
  3.606 eV